Density functional theory data (wB97M-V/def2-TZVPD) for a molecular structure, C39H28Cl2N2OP2PdTe at a distorted geometry.

The geometry in XYZ format:
```
76
C39H28Cl2N2OP2PdTe (wB97M-V/def2-TZVPD)
C 2.15 2.18 0.51
H 0.72 4.17 -1.92
H 4.51 -0.52 2.07
H -3.56 -5.26 0.21
H -1.92 1.09 1.52
O -0.26 -2.35 -0.73
C -0.14 2.19 2.04
Cl -0.83 -5.28 -0.42
C -4.31 0.44 -0.53
H 6.74 0.68 -2.17
P 2.39 0.43 0.06
H 5.35 2.54 1.79
C -1.60 1.12 3.64
C -0.33 5.06 1.15
H 6.94 -0.69 1.87
N 4.41 4.71 4.18
H 0.25 -2.80 3.16
N -2.05 -0.34 -0.65
C 2.09 -0.15 4.16
H 1.48 3.30 2.88
C -3.85 -1.88 -0.14
Pd -0.07 -0.03 0.51
C 1.29 -1.28 4.24
H 3.10 6.26 3.97
C 5.02 3.70 3.57
C 0.43 4.81 -1.10
H -0.79 7.05 1.77
H 4.28 0.83 -1.97
H 1.02 -1.68 5.21
C 0.86 -1.91 3.09
C 0.25 2.43 4.41
P 0.37 2.41 0.26
C 4.88 0.53 -1.12
H 5.68 3.12 4.20
H -0.62 4.63 2.11
H 3.00 1.29 2.85
C 4.22 0.24 0.08
C -1.44 -2.62 -0.48
C -1.26 1.40 2.33
C 2.42 0.38 2.92
H 2.66 5.86 1.55
H 1.11 -2.05 0.94
C 6.25 0.43 -1.23
C -0.09 7.00 -0.25
C -2.94 0.64 -0.73
C 0.33 6.18 -1.29
C -0.85 1.63 4.68
H -5.81 -1.00 -0.01
C 0.15 4.23 0.14
C -4.76 -0.81 -0.20
H 8.08 -0.07 -0.23
C 3.35 5.22 2.10
C 1.25 -1.44 1.84
H -0.14 8.07 -0.39
C 0.60 2.70 3.10
C -2.48 -1.59 -0.40
H -2.46 0.49 3.86
C 4.84 3.39 2.23
Cl -5.85 -3.64 0.48
C -3.26 -4.23 0.03
Te 3.44 3.54 -0.53
C 7.00 0.00 -0.15
C 2.02 -0.26 1.75
H 0.85 2.83 5.22
C -0.44 6.42 0.96
C -1.95 -3.94 -0.27
H 0.57 6.61 -2.25
C 3.98 4.16 1.46
H -2.54 1.63 -0.96
C 3.59 5.45 3.44
H -5.00 1.27 -0.64
H -1.12 1.42 5.71
C 6.36 -0.34 1.03
C 4.99 -0.23 1.14
H 2.45 0.34 5.06
C -4.19 -3.22 0.11
```

The value obtained for the molar mass is 907.54 g/mol. The max |F| comes out at 1.82 eV/A. As for the electronic energy: -3686.68671 hartree. The HOMO energy comes out at -0.687 eV. Its net charge is -2.